1.
Computed, not measured: the ion C5H10OS with charge +1, with wB97M-V/def2-TZVPD.

```
17
Properties=species:S:1:pos:R:3:lowdin_spin:R:1
C 1.170 -0.914 -0.579 0.00
H 0.749 1.776 0.098 0.02
C 2.023 -2.071 -0.110 0.00
H -3.124 0.769 1.331 0.02
H -0.626 1.357 1.419 0.00
C -2.811 1.523 0.634 0.09
H 0.341 -1.323 -1.235 0.00
C 0.477 -0.344 0.698 0.03
O 3.235 -1.823 -0.218 0.00
H -3.792 1.682 0.062 0.00
H 1.692 -0.162 -1.155 0.00
H -2.672 2.410 1.158 0.01
H 1.614 -2.873 0.437 0.00
H -0.265 -1.101 0.999 0.00
H 1.327 -0.223 1.427 0.00
S -1.609 1.060 -0.606 0.76
C -0.088 1.024 0.506 0.05
```

Its multiplicity is 2. For the largest force on an atom, the calculation gives 6.1 eV/A. The expectation value of S² is 0.753. The energy above the lowest of the compared OMol25 structures with the same formula, charge and spin is 1.313 eV. The LUMO energy (spin up / spin down) comes out at -3.63 / -8.72 eV. The value obtained for the highest occupied orbital energy (spin up / spin down) is -0.4822 / -0.4821 hartree. The charge is +1. The total energy comes out at -669.5581 hartree.

=====

2.
Computed, not measured: a structure of composition C11H11NSZr, with wB97M-V/def2-TZVPD.

```
25
Properties=species:S:1:pos:R:3:mulliken_charge:R:1
H 0.070 -2.097 5.142 0.45
H -0.790 3.418 -1.574 0.44
C -0.534 -0.342 2.339 0.96
C 0.696 2.158 -2.444 -0.45
C -0.688 -0.745 3.652 -0.76
C -1.369 0.372 -2.888 -0.53
C -1.621 1.593 -2.296 -0.11
H 0.115 -0.893 -3.752 0.44
Zr 0.077 0.220 -0.390 1.39
H -1.439 -0.294 4.288 0.42
S -1.433 0.833 1.590 -0.46
H -2.173 -0.331 -3.043 0.44
C -0.081 0.051 -3.269 -0.37
H 1.868 -2.177 1.239 0.32
H 1.604 -0.904 -0.145 -0.12
C -0.590 2.479 -2.061 -0.44
C 1.100 -2.290 3.255 -0.78
N 0.344 -0.823 1.484 -0.38
H -2.635 1.874 -2.068 0.43
H 1.949 0.702 -3.376 0.44
H 1.776 -3.071 3.577 0.42
C 0.948 0.947 -3.058 -0.26
C 1.152 -1.795 1.959 0.12
C 0.155 -1.748 4.119 -0.05
H 1.497 2.860 -2.279 0.43
```

For the largest force on an atom, the calculation gives 4.0 eV/A. The LUMO energy comes out at -9.65 eV. The value obtained for the highest occupied orbital energy is -0.5836 hartree. The charge is +2. The total energy comes out at -925.1053 hartree.

=====

3.
Computed, not measured: a structure of composition C29H39CsN3NbO2Si, with wB97M-V/def2-TZVPD.

```
76
Properties=species:S:1:pos:R:3:mulliken_charge:R:1
H 1.393 2.315 -3.940 0.37
H 2.818 0.688 1.720 0.10
C -1.971 1.542 -3.617 -2.44
N -1.640 -0.736 -1.161 -0.76
C 2.536 -1.010 -2.155 -1.03
H -3.461 0.885 5.774 0.43
Si 0.019 -0.114 2.373 -1.93
H 3.717 -3.331 3.366 0.41
C -3.291 0.560 4.744 -0.80
C -1.740 0.040 2.937 -0.01
C 0.736 -2.410 -3.208 0.97
C 1.920 -2.845 -4.087 -1.72
N 1.105 -1.262 -2.390 0.88
C -4.143 -0.165 2.612 -0.75
C 0.439 1.832 -4.186 -1.54
H -0.714 2.587 3.372 0.38
H 1.748 2.570 -1.556 0.38
H 2.440 -4.546 5.125 0.40
H 2.690 -1.440 2.156 0.07
C 2.696 -3.022 3.614 -0.77
H 3.057 -1.912 -1.800 0.43
H 2.971 4.782 3.033 0.42
H -1.295 -1.677 -3.547 0.16
C 3.026 2.736 2.340 -0.85
H 2.315 -2.004 -4.665 0.42
H -0.006 4.355 -3.623 0.43
H 2.736 -3.287 -3.508 0.42
C 0.314 -3.560 -2.282 -1.55
H -1.887 0.457 -3.430 0.61
C 0.683 -3.315 4.903 -0.77
H 3.032 -0.673 -3.081 0.33
C -2.840 -0.274 2.138 -0.44
H -0.605 -3.302 -1.742 0.28
H 0.114 -3.849 5.670 0.41
C 0.733 2.861 -1.259 -1.06
H 0.571 4.670 3.685 0.42
H 0.583 3.907 -1.576 0.40
C -0.682 2.292 -3.272 1.85
C -4.368 0.252 3.918 -0.71
H 2.688 -0.218 -1.413 0.16
O -4.776 -2.729 -0.115 -0.12
C 2.106 -1.948 2.937 -0.11
C 2.302 1.555 2.163 -0.09
C -0.427 -2.023 -4.121 -1.37
H 0.663 2.847 -0.164 0.11
C -0.936 3.805 -3.423 -1.93
H -0.934 -1.966 4.483 0.27
H -1.143 0.688 4.923 0.54
C 0.345 2.609 3.076 -0.16
C 0.959 1.476 2.540 1.10
H 0.579 0.741 -4.113 0.25
Nb 0.057 -0.059 -1.144 1.35
H 0.133 -4.483 -2.855 0.45
C 2.407 3.857 2.891 -0.54
H -2.860 1.948 -3.101 0.56
H -4.987 -0.423 1.957 0.43
N -0.251 1.980 -1.871 0.17
H -0.730 -2.895 -4.727 0.54
H -1.598 3.971 -4.290 0.45
C 1.066 3.792 3.256 -0.79
H -0.131 -1.222 -4.811 0.33
H -2.678 -0.646 1.095 0.88
Cs -2.722 1.578 -0.665 1.53
H 4.080 2.782 2.048 0.44
C 0.098 -2.241 4.224 -0.07
O 0.105 -0.503 0.780 0.34
H 1.580 -3.605 -4.802 0.43
C 1.984 -3.706 4.599 -0.48
C -1.981 0.449 4.252 0.26
H -1.420 4.241 -2.542 0.39
H 0.201 2.079 -5.237 0.46
C 0.804 -1.539 3.244 1.00
H 1.095 -3.776 -1.541 0.36
H -2.206 1.695 -4.678 0.52
C -3.828 -3.043 -0.549 0.10
H -5.391 0.336 4.296 0.42
```

For the largest force on an atom, the calculation gives 5.1 eV/A. The LUMO energy (spin up / spin down) comes out at -10.83 / -10.80 eV. The value obtained for the highest occupied orbital energy (spin up / spin down) is -0.5006 / -0.5007 hartree. The charge is +2. The total energy comes out at -1809.1764 hartree.

=====

4.
Computed, not measured: a cluster of 2 separate species, C2H5O2S2 in total, with wB97M-V/def2-TZVPD.

```
11
Properties=species:S:1:pos:R:3:mulliken_charge:R:1
H -2.418 -0.652 -1.136 0.14
C -0.074 0.028 0.305 -0.76
H -0.350 -0.071 -0.739 0.29
S -1.685 0.835 0.861 -0.07
H 0.073 -0.890 0.855 0.33
S -3.157 -0.357 -0.025 -0.23
H 4.776 -0.737 -0.034 0.29
C 3.804 -0.415 -0.498 -0.02
H 0.711 0.754 0.469 0.28
O 3.723 -0.189 -1.710 -0.64
O 2.916 -0.345 0.386 -0.61
```

For the largest force on an atom, the calculation gives 2.1 eV/A. The energy above the lowest of the compared OMol25 structures with the same formula, charge and spin is 0.968 eV. The LUMO energy comes out at 2.73 eV. The value obtained for the highest occupied orbital energy is -0.1520 hartree. The charge is -1. The total energy comes out at -1026.1022 hartree.

=====

5.
Computed, not measured: a structure of composition C31H31N2O4PdSi, with wB97M-V/def2-TZVPD.

```
70
Properties=species:S:1:pos:R:3:lowdin_spin:R:1
C 2.733 -3.182 2.303 0.00
C -2.875 3.154 -0.259 0.13
C 1.900 -1.109 1.385 0.04
C -3.431 1.043 -1.511 -0.03
C 1.639 -3.263 3.145 0.01
O -2.497 5.395 0.704 0.11
C 2.863 -2.116 1.431 0.01
C 3.487 1.474 0.716 0.37
H -3.603 -5.864 -1.501 0.00
H -3.358 -3.403 -1.628 0.00
H -1.271 4.246 1.933 0.00
H -0.172 -2.314 3.782 0.00
N -2.994 0.230 -0.608 0.29
H 3.901 2.493 2.549 0.02
H -4.272 2.661 -3.363 0.00
H -2.384 -3.285 2.519 0.00
H -4.327 5.123 -3.336 0.01
C -2.957 4.607 -0.278 0.15
H 4.899 0.381 -0.503 0.00
C -3.116 -5.956 0.588 0.00
H 2.032 0.832 -4.856 0.00
O -2.398 2.563 0.764 0.36
C -2.866 -3.204 0.441 0.01
C 0.827 -1.184 2.268 0.03
H -3.925 0.633 -2.392 0.01
C -3.473 5.269 -1.385 -0.04
H -1.921 5.783 2.573 0.00
C 2.219 0.141 -4.049 0.00
C -3.204 -3.929 -0.699 0.01
C 2.076 0.559 -2.739 0.00
C 2.652 -1.629 -1.967 0.01
H 1.538 -4.098 3.821 0.00
H 3.642 2.481 -1.185 0.00
H 0.089 -0.354 2.311 0.01
H 2.395 3.134 -0.104 0.00
Pd -1.272 0.659 0.844 1.37
C -2.149 4.898 1.979 0.01
C 2.798 -2.048 -3.278 0.00
C -3.930 4.578 -2.494 0.14
H -2.977 4.346 2.429 0.00
H 4.098 3.457 0.210 0.02
C 4.779 0.721 0.524 0.05
H -3.523 6.345 -1.344 0.00
O 0.681 1.235 0.148 0.16
C -2.638 -3.866 1.648 0.00
H 5.616 1.389 0.747 0.03
C -3.377 2.469 -1.431 0.09
H 3.064 -3.075 -3.482 0.00
H 4.855 -0.129 1.198 0.00
C 2.296 -0.314 -1.679 0.04
C -3.886 3.198 -2.509 0.00
H 2.798 -2.344 -1.173 0.00
H 3.245 0.874 2.783 0.00
C 3.393 2.705 -0.150 0.05
H -3.223 -7.028 0.646 0.00
C 0.683 -2.260 3.128 0.00
C 3.179 1.768 2.167 0.04
N -3.183 -1.070 -0.627 0.12
Si 1.922 0.291 0.087 0.14
O -2.148 -1.177 1.399 0.14
C 2.591 -1.164 -4.322 0.00
C -3.332 -5.304 -0.618 0.00
H 3.488 -3.954 2.318 0.00
H -2.609 -5.740 2.662 0.00
H 1.772 1.574 -2.531 0.00
C -2.770 -5.237 1.721 0.00
H 2.187 2.202 2.271 0.00
C -2.710 -1.745 0.415 0.04
H 3.728 -2.072 0.786 0.00
H 2.704 -1.495 -5.343 0.00
```

Its multiplicity is 5. For the largest force on an atom, the calculation gives 2.3 eV/A. The expectation value of S² is 6.073. The energy above the lowest of the compared OMol25 structures with the same formula, charge and spin is 1.242 eV. The LUMO energy (spin up / spin down) comes out at -2.90 / -6.22 eV. The value obtained for the highest occupied orbital energy (spin up / spin down) is -0.3921 / -0.3870 hartree. The charge is +1. The total energy comes out at -2027.3997 hartree.

=====

6.
Computed, not measured: a cluster of 2 separate species, C3H2NO2S in total, with wB97M-V/def2-TZVPD.

```
9
Properties=species:S:1:pos:R:3:mulliken_charge:R:1
N 1.642 -0.197 -0.592 -0.65
O 1.432 -0.832 1.860 -0.70
O -3.062 0.414 0.506 -0.37
C -2.430 -0.116 -0.325 0.56
C 1.345 -0.041 0.938 0.61
S -1.704 -1.031 -1.368 -0.29
H 0.638 1.878 -0.146 0.28
C 0.954 0.904 0.143 -0.62
H 1.185 -0.978 -1.015 0.17
```

For the largest force on an atom, the calculation gives 3.0 eV/A. The energy above the lowest of the compared OMol25 structures with the same formula, charge and spin is 3.574 eV. The LUMO energy comes out at 3.08 eV. The value obtained for the highest occupied orbital energy is -0.0649 hartree. The charge is -1. The total energy comes out at -718.8767 hartree.

=====

- Which value of largest force on an atom does entry 2 give?
  4.0 eV/A

=====

Copy entry 1 word for word.
Computed, not measured: the ion C5H10OS with charge +1, with wB97M-V/def2-TZVPD.

```
17
Properties=species:S:1:pos:R:3:lowdin_spin:R:1
C 1.170 -0.914 -0.579 0.00
H 0.749 1.776 0.098 0.02
C 2.023 -2.071 -0.110 0.00
H -3.124 0.769 1.331 0.02
H -0.626 1.357 1.419 0.00
C -2.811 1.523 0.634 0.09
H 0.341 -1.323 -1.235 0.00
C 0.477 -0.344 0.698 0.03
O 3.235 -1.823 -0.218 0.00
H -3.792 1.682 0.062 0.00
H 1.692 -0.162 -1.155 0.00
H -2.672 2.410 1.158 0.01
H 1.614 -2.873 0.437 0.00
H -0.265 -1.101 0.999 0.00
H 1.327 -0.223 1.427 0.00
S -1.609 1.060 -0.606 0.76
C -0.088 1.024 0.506 0.05
```

Its multiplicity is 2. For the largest force on an atom, the calculation gives 6.1 eV/A. The expectation value of S² is 0.753. The energy above the lowest of the compared OMol25 structures with the same formula, charge and spin is 1.313 eV. The LUMO energy (spin up / spin down) comes out at -3.63 / -8.72 eV. The value obtained for the highest occupied orbital energy (spin up / spin down) is -0.4822 / -0.4821 hartree. The charge is +1. The total energy comes out at -669.5581 hartree.

=====

Copy entry 1 word for word.
Computed, not measured: the ion C5H10OS with charge +1, with wB97M-V/def2-TZVPD.

```
17
Properties=species:S:1:pos:R:3:lowdin_spin:R:1
C 1.170 -0.914 -0.579 0.00
H 0.749 1.776 0.098 0.02
C 2.023 -2.071 -0.110 0.00
H -3.124 0.769 1.331 0.02
H -0.626 1.357 1.419 0.00
C -2.811 1.523 0.634 0.09
H 0.341 -1.323 -1.235 0.00
C 0.477 -0.344 0.698 0.03
O 3.235 -1.823 -0.218 0.00
H -3.792 1.682 0.062 0.00
H 1.692 -0.162 -1.155 0.00
H -2.672 2.410 1.158 0.01
H 1.614 -2.873 0.437 0.00
H -0.265 -1.101 0.999 0.00
H 1.327 -0.223 1.427 0.00
S -1.609 1.060 -0.606 0.76
C -0.088 1.024 0.506 0.05
```

Its multiplicity is 2. For the largest force on an atom, the calculation gives 6.1 eV/A. The expectation value of S² is 0.753. The energy above the lowest of the compared OMol25 structures with the same formula, charge and spin is 1.313 eV. The LUMO energy (spin up / spin down) comes out at -3.63 / -8.72 eV. The value obtained for the highest occupied orbital energy (spin up / spin down) is -0.4822 / -0.4821 hartree. The charge is +1. The total energy comes out at -669.5581 hartree.